# 1
DFT (ωB97M-V/def2-TZVPD) results for a cluster of 5 separate species, C2H12O5 in total in a non-equilibrium geometry.

The calculation puts the LUMO energy at 0.6 eV. The calculation puts the HOMO energy at -9.109 eV. Its energy relative to the best compared isomer or geometry (same formula, charge and spin) is 10.1 kcal/mol. Its SMILES is C=CO.O.O.O.O.

Geometry as ORCA input:
```
! RIJCOSX wB97M-V def2-TZVPD def2/J DEFGRID3
* xyz 0 1
C 0.03 1.99 -0.68
C 0.85 1.49 0.23
O 0.55 0.52 1.13
H 0.44 2.82 -1.27
H -0.97 1.70 -0.84
H 1.89 1.75 0.25
H -0.41 0.43 1.33
H -2.63 -0.81 0.55
H -2.85 0.58 1.24
O -2.18 -0.13 1.07
H -3.12 -2.52 -1.41
H -1.69 -2.08 -1.22
O -2.58 -1.92 -0.89
H 1.13 -1.14 -1.32
H 0.31 -1.05 -0.11
O 0.50 -1.65 -0.86
H 4.28 -0.16 1.26
H 2.80 -0.17 0.82
O 3.64 0.34 0.73
*
```


# 2
DFT (ωB97M-V/def2-TZVPD) results for a structure of composition C2H13BBrINO2Si2 in a non-equilibrium geometry.

The calculation puts the LUMO energy at -3.8 eV. The calculation puts the HOMO energy at -13.069 eV.

Geometry as ORCA input:
```
! RIJCOSX wB97M-V def2-TZVPD def2/J DEFGRID3
* xyz 1 1
C 0.74 -1.93 2.41
C -0.80 -1.86 1.75
B -1.18 -0.31 1.38
O -2.19 0.36 2.27
Si -0.47 0.75 -0.07
Br -0.26 2.92 0.76
O 1.15 0.30 -0.60
Si 1.17 -1.24 -1.44
I -0.06 -1.28 -3.59
H 1.54 -1.44 1.72
H 0.98 -3.06 2.64
H 0.64 -1.34 3.44
H -0.93 -2.63 0.88
H -1.52 -2.22 2.63
H -2.91 -0.34 2.35
H -1.45 0.86 -1.15
H 0.68 -2.34 -0.62
H 2.59 -1.54 -1.73
N 0.46 3.27 -2.61
H 0.16 3.45 -1.64
H -0.17 2.57 -3.03
H 0.42 4.14 -3.15
H 1.42 2.91 -2.61
*
```


# 3
DFT (ωB97M-V/def2-TZVPD) results for a cluster of 4 separate species, C2H13N2O3 in total in a non-equilibrium geometry.

The calculation puts the LUMO energy at -2.7 eV. The calculation puts the HOMO energy at -12.406 eV. Its energy relative to the best compared isomer or geometry (same formula, charge and spin) is 24.3 kcal/mol.

Geometry as ORCA input:
```
! RIJCOSX wB97M-V def2-TZVPD def2/J DEFGRID3
* xyz 1 1
C -2.47 0.33 0.02
C -1.77 0.42 -1.11
N -0.34 0.77 -1.04
N -3.76 -0.01 0.15
H -1.96 0.53 0.96
H -2.14 0.13 -2.08
H -0.25 1.76 -1.28
H 0.03 0.63 -0.10
H 0.30 0.24 -1.61
H -4.36 -0.13 -0.65
H -4.16 -0.05 1.07
H 2.59 -0.82 -0.33
H 1.66 -1.71 -1.15
O 1.74 -0.83 -0.77
H 2.71 2.44 0.22
H 1.63 2.25 1.29
O 1.79 2.20 0.35
H 3.54 -2.31 2.23
H 2.49 -3.35 2.08
O 2.72 -2.47 1.73
*
```


# 4
DFT (ωB97M-V/def2-TZVPD) results for a cluster of 4 separate species, C2H13NO3 in total in a non-equilibrium geometry.

The calculation puts the LUMO energy at 0.8 eV. The calculation puts the HOMO energy at -9.313 eV. Its energy relative to the best compared isomer or geometry (same formula, charge and spin) is 52.1 kcal/mol. Its SMILES is CCN.O.O.O.

Geometry as ORCA input:
```
! RIJCOSX wB97M-V def2-TZVPD def2/J DEFGRID3
* xyz 0 1
C 1.61 -1.51 -0.46
C 3.00 -1.97 -0.08
N 4.08 -1.02 -0.50
H 1.58 -1.15 -1.45
H 0.93 -2.45 -0.48
H 1.02 -1.01 0.34
H 2.92 -1.95 1.03
H 3.14 -2.99 -0.62
H 4.91 -1.42 0.02
H 4.13 -0.86 -1.48
H -5.10 4.53 1.21
H -4.46 5.79 1.70
O -4.85 5.46 0.97
H 1.98 1.02 1.67
H 1.80 0.28 3.03
O 1.43 0.89 2.44
H -6.01 -0.41 -3.27
H -5.89 -0.32 -1.65
O -6.21 -0.91 -2.42
*
```


# 5
DFT (ωB97M-V/def2-TZVPD) results for a cluster of 4 separate species, C2H13NO3S in total in a non-equilibrium geometry.

The calculation puts the LUMO energy at 0.5 eV. The calculation puts the HOMO energy at -9.426 eV. Its energy relative to the best compared isomer or geometry (same formula, charge and spin) is 13.4 kcal/mol. Its SMILES is NCCS.O.O.O.

Geometry as ORCA input:
```
! RIJCOSX wB97M-V def2-TZVPD def2/J DEFGRID3
* xyz 0 1
C 0.10 -0.36 0.27
C -0.44 0.98 -0.20
S 0.59 1.58 -1.56
N 0.65 -0.31 1.64
H 0.86 -0.71 -0.43
H -0.67 -1.12 0.27
H -0.47 1.76 0.56
H -1.45 0.82 -0.45
H 0.32 2.89 -1.46
H 1.24 0.50 1.77
H 1.21 -1.14 1.80
H -2.25 -3.65 -2.36
H -1.39 -2.45 -2.71
O -1.34 -3.41 -2.53
H 1.93 1.80 4.69
H 1.90 2.60 5.96
O 1.47 1.84 5.53
H -0.29 -0.49 -2.96
H -0.89 -0.39 -4.36
O -1.07 -0.72 -3.48
*
```


# 6
DFT (ωB97M-V/def2-TZVPD) results for a cluster of 5 separate species, C2H13NO4 in total in a non-equilibrium geometry.

The calculation puts the LUMO energy at 0.5 eV. The calculation puts the HOMO energy at -8.356 eV. Its energy relative to the best compared isomer or geometry (same formula, charge and spin) is 39.5 kcal/mol. Its SMILES is C=CN.O.O.O.O.

Geometry as ORCA input:
```
! RIJCOSX wB97M-V def2-TZVPD def2/J DEFGRID3
* xyz 0 1
C 1.30 1.29 0.26
C 0.55 1.49 1.46
N -0.19 0.51 2.04
H 0.97 0.63 -0.54
H 1.87 2.08 -0.10
H 0.54 2.43 1.96
H -0.33 -0.43 1.64
H -0.40 0.53 3.03
H -1.78 0.73 0.30
H -2.24 2.22 -0.15
O -2.36 1.19 -0.29
H -1.50 -2.74 -0.23
H 0.06 -2.49 0.13
O -0.89 -2.19 0.33
H 2.22 -0.85 -0.04
H 2.79 -1.72 -1.04
O 2.26 -1.79 -0.22
H 0.31 -0.36 -2.90
H -0.75 0.45 -2.02
O -0.46 0.20 -2.91
*
```


# 7
DFT (ωB97M-V/def2-TZVPD) results for a cluster of 4 separate species, C2H13NO4 in total in a non-equilibrium geometry.

The calculation puts the LUMO energy at 0.6 eV. The calculation puts the HOMO energy at -9.711 eV. Its energy relative to the best compared isomer or geometry (same formula, charge and spin) is 39.6 kcal/mol. Its SMILES is NCCO.O.O.O.

Geometry as ORCA input:
```
! RIJCOSX wB97M-V def2-TZVPD def2/J DEFGRID3
* xyz 0 1
C 1.46 -1.10 -0.52
O 0.14 -1.27 -0.79
C 2.05 0.31 -0.89
N 1.28 1.28 -0.01
H 1.70 -1.42 0.49
H 1.86 -1.89 -1.16
H -0.37 -0.58 -0.37
H 3.18 0.31 -0.52
H 2.10 0.63 -1.98
H 1.28 2.17 -0.49
H 1.68 1.25 0.89
H -2.95 -0.26 0.30
H -1.50 0.06 0.51
O -2.37 0.24 0.82
H -1.51 -0.41 2.46
H -0.37 -0.45 3.43
O -0.69 -0.90 2.67
H -2.55 1.07 -0.93
H -1.94 0.12 -2.01
O -2.49 0.85 -1.89
*
```


# 8
DFT (ωB97M-V/def2-TZVPD) results for a cluster of 4 separate species, C2H13NO4 in total in a non-equilibrium geometry.

The calculation puts the LUMO energy at 0.6 eV. The calculation puts the HOMO energy at -9.745 eV. Its energy relative to the best compared isomer or geometry (same formula, charge and spin) is 29.6 kcal/mol. Its SMILES is NCCO.O.O.O.

Geometry as ORCA input:
```
! RIJCOSX wB97M-V def2-TZVPD def2/J DEFGRID3
* xyz 0 1
C -0.07 1.69 1.44
O -0.83 0.69 2.08
C 0.44 1.21 0.09
N 1.41 0.15 0.01
H 0.73 2.09 2.00
H -0.88 2.52 1.32
H -1.36 1.06 2.80
H 0.78 2.07 -0.58
H -0.49 0.86 -0.37
H 2.28 0.46 0.43
H 1.62 -0.05 -0.95
H -2.58 -1.65 -0.21
H -1.32 -1.17 0.36
O -2.07 -0.87 -0.23
H 0.58 -1.14 1.00
H 0.61 -2.62 0.65
O 0.04 -1.97 1.11
H 1.11 -0.85 -3.86
H -0.44 -1.04 -3.64
O 0.44 -1.45 -3.46
*
```


# 9
DFT (ωB97M-V/def2-TZVPD) results for a cluster of 5 separate species, C2H13NO4 in total in a non-equilibrium geometry.

The calculation puts the LUMO energy at 0.5 eV. The calculation puts the HOMO energy at -8.427 eV. Its energy relative to the best compared isomer or geometry (same formula, charge and spin) is 23.5 kcal/mol. Its SMILES is C=CN.O.O.O.O.

Geometry as ORCA input:
```
! RIJCOSX wB97M-V def2-TZVPD def2/J DEFGRID3
* xyz 0 1
C -0.10 -0.29 1.75
C 0.91 0.57 1.89
N 1.55 1.27 0.89
H -0.55 -0.59 0.82
H -0.58 -0.71 2.62
H 1.27 0.76 2.89
H 1.04 1.56 0.06
H 2.47 1.63 1.03
H 2.19 -0.75 -0.32
H 2.82 -1.65 -1.43
O 2.22 -0.92 -1.28
H 0.81 0.36 -1.78
H -0.57 0.82 -1.50
O 0.28 1.18 -1.79
H -2.89 2.04 0.65
H -3.62 2.49 -0.64
O -3.10 1.78 -0.25
H -2.08 -2.86 -1.05
H -0.60 -3.17 -1.17
O -1.47 -3.52 -1.39
*
```


# 10
DFT (ωB97M-V/def2-TZVPD) results for a cluster of 5 separate species, C2H13NO4 in total in a non-equilibrium geometry.

The calculation puts the LUMO energy at 0.6 eV. The calculation puts the HOMO energy at -9.801 eV. Its energy relative to the best compared isomer or geometry (same formula, charge and spin) is 39.4 kcal/mol. Its SMILES is C=NC.O.O.O.O.

Geometry as ORCA input:
```
! RIJCOSX wB97M-V def2-TZVPD def2/J DEFGRID3
* xyz 0 1
C 0.70 -1.07 1.71
C -1.59 -0.55 1.64
N -0.59 -0.98 1.01
H 1.04 -2.09 1.55
H 1.40 -0.34 1.29
H 0.65 -0.88 2.78
H -2.55 -0.86 1.23
H -1.65 0.21 2.43
H -0.98 1.70 -2.82
H -1.38 0.74 -1.82
O -1.57 1.67 -2.05
H 3.71 -1.43 -2.02
H 2.68 -1.29 -0.82
O 3.14 -0.83 -1.53
H -1.03 2.08 0.12
H -1.36 3.24 0.96
O -1.68 2.34 0.79
H -0.01 -0.70 -0.79
H 0.91 -0.19 -1.89
O 0.16 -0.79 -1.75
*
```